1.
{"formula": "C3H6F2", "method": "the ωB97M-V functional and the def2-TZVPD basis", "species": ["C", "C", "C", "F", "F", "H", "H", "H", "H", "H", "H"], "positions_angstrom": [[-0.552, -0.604, -0.878], [-0.176, 0.315, 0.277], [2.272, -0.208, 0.321], [2.692, 0.878, 0.830], [2.501, -0.241, -1.006], [-1.656, -0.590, -0.923], [0.018, -0.346, -1.827], [-0.236, -1.531, -0.537], [-0.206, 1.473, 0.222], [-0.524, -0.081, 1.258], [2.291, -1.173, 0.768]], "atomic_forces_ev_per_a": [[0.2, 2.8, -0.2], [1.8, 0.5, 0.5], [-5.0, 0.0, -2.5], [1.7, 1.4, 1.4], [0.4, -0.2, 0.4], [0.4, -0.1, -0.8], [-1.2, -0.3, 1.0], [0.4, -2.1, 0.2], [0.1, -2.2, -0.2], [0.3, 0.5, -0.7], [0.8, -0.4, 0.8]], "lumo_energy_ev": [1.11, 0.89], "homo_ev": [-8.02, -8.04], "relative_energy_kcal_mol": 96.1, "orbital_gap_ha": [0.336, 0.328], "largest_force_ha_per_bohr": 0.1076}

---

2.
{"formula": "C21H26N2O4", "method": "the ωB97M-V functional and the def2-TZVPD basis", "species": ["C", "O", "C", "C", "C", "C", "C", "C", "O", "C", "C", "C", "O", "N", "C", "H", "C", "N", "C", "C", "C", "C", "C", "C", "O", "C", "H", "H", "H", "H", "H", "H", "H", "C", "H", "C", "H", "H", "H", "H", "H", "H", "H", "H", "H", "H", "H", "H", "H", "H", "H", "H", "H"], "positions_angstrom": [[-0.295, 2.905, 4.068], [-0.105, 1.828, 3.185], [-1.126, 1.485, 2.339], [-2.349, 2.140, 2.282], [-3.320, 1.749, 1.374], [-3.087, 0.695, 0.513], [-1.877, 0.026, 0.569], [-0.892, 0.407, 1.465], [0.316, -0.243, 1.403], [0.748, -0.924, 2.572], [2.038, -1.672, 2.234], [1.770, -2.639, 1.087], [1.286, -3.737, 1.302], [2.094, -2.231, -0.158], [2.613, -0.921, -0.509], [3.692, -0.870, -0.310], [2.344, -0.651, -1.997], [1.003, -1.027, -2.352], [-0.066, -0.153, -2.439], [-1.214, -0.592, -3.105], [-2.335, 0.202, -3.250], [-2.336, 1.483, -2.741], [-1.211, 1.951, -2.082], [-0.087, 1.160, -1.912], [1.024, 1.604, -1.229], [0.941, 2.812, -0.519], [0.861, 3.675, -1.190], [1.873, 2.883, 0.043], [0.098, 2.811, 0.179], [-1.231, 2.951, -1.679], [-3.198, 2.123, -2.847], [-3.199, -0.184, -3.770], [-1.219, -1.582, -3.534], [0.742, -2.447, -2.187], [-0.244, -2.579, -1.733], [1.798, -3.093, -1.280], [2.719, -3.298, -1.835], [1.417, -4.035, -0.880], [0.749, -2.963, -3.159], [2.502, 0.403, -2.209], [3.035, -1.229, -2.623], [2.091, -0.158, 0.068], [2.835, -0.970, 2.001], [2.321, -2.267, 3.103], [-0.021, -1.645, 2.880], [0.923, -0.217, 3.391], [-1.669, -0.797, -0.095], [-3.837, 0.389, -0.198], [-4.259, 2.280, 1.346], [-2.553, 2.970, 2.940], [-1.122, 2.718, 4.760], [-0.476, 3.841, 3.529], [0.633, 2.990, 4.631]], "atomic_forces_ev_per_a": [[0.0, 0.2, 0.1], [0.0, -0.3, -0.4], [0.2, -0.1, 0.0], [0.2, 0.1, 0.2], [-0.1, 0.0, -0.1], [-0.1, 0.0, 0.1], [0.2, 0.0, 0.2], [-0.1, 0.0, 0.1], [-0.1, 0.3, -0.1], [0.2, -0.2, 0.5], [-0.4, 0.0, -0.1], [0.3, 0.1, 0.3], [-0.2, -0.3, 0.3], [-0.1, -0.1, -0.4], [0.2, 0.4, 0.0], [0.0, 0.1, 0.0], [0.3, 0.1, 0.2], [0.1, -0.1, 0.3], [-0.1, 0.2, -0.2], [0.1, 0.0, 0.1], [-0.2, 0.1, 0.0], [0.0, 0.0, -0.1], [0.1, 0.1, 0.0], [0.1, 0.1, 0.0], [-0.2, -0.5, -0.3], [0.0, 0.3, 0.1], [0.0, -0.1, 0.0], [-0.1, 0.1, 0.0], [0.0, 0.0, 0.0], [0.0, 0.1, 0.1], [-0.1, 0.1, 0.0], [-0.1, 0.0, -0.1], [0.1, -0.1, 0.0], [0.0, -0.3, -0.1], [0.0, 0.0, 0.0], [-0.1, -0.2, -0.1], [-0.1, 0.0, 0.0], [0.1, 0.1, -0.2], [-0.1, -0.1, 0.1], [0.1, -0.2, 0.0], [0.0, 0.1, 0.1], [0.2, -0.1, -0.1], [0.0, 0.1, 0.0], [0.0, 0.0, -0.1], [0.1, 0.1, -0.1], [0.0, -0.1, -0.2], [0.1, -0.1, -0.1], [-0.1, 0.0, -0.1], [-0.1, 0.0, 0.0], [0.0, 0.1, 0.1], [0.0, 0.0, 0.0], [0.0, 0.0, 0.0], [-0.1, 0.0, 0.0]], "smiles": "COc1ccccc1OCCC(=O)N1CCN(c2ccccc2OC)CC1", "lumo_energy_ev": 0.63, "homo_ev": -7.32, "relative_energy_kcal_mol": 82.1, "orbital_gap_ha": 0.292, "largest_force_ha_per_bohr": 0.0117}

---

3.
{"formula": "C15H16BrNO2", "method": "the ωB97M-V functional and the def2-TZVPD basis", "species": ["C", "C", "C", "C", "C", "C", "O", "C", "H", "H", "C", "C", "O", "N", "C", "C", "C", "C", "C", "C", "H", "H", "Br", "H", "H", "H", "H", "H", "H", "H", "H", "H", "H", "H", "H"], "positions_angstrom": [[-1.809, 7.827, -3.879], [-0.819, 6.680, -3.730], [-1.386, 5.532, -2.965], [-2.581, 5.341, -2.339], [-2.535, 4.037, -1.782], [-1.319, 3.522, -2.110], [-0.615, 4.429, -2.827], [-0.673, 2.217, -1.790], [-0.165, 1.834, -2.678], [-1.447, 1.506, -1.497], [0.364, 2.380, -0.662], [0.987, 1.037, -0.329], [2.071, 0.691, -0.733], [0.167, 0.264, 0.448], [0.368, -1.034, 0.916], [1.518, -1.769, 0.636], [1.658, -3.052, 1.128], [0.651, -3.605, 1.901], [-0.499, -2.890, 2.190], [-0.636, -1.608, 1.697], [-1.532, -1.046, 1.920], [-1.277, -3.330, 2.794], [0.846, -5.375, 2.580], [2.549, -3.620, 0.911], [2.297, -1.332, 0.034], [-0.714, 0.676, 0.725], [1.155, 3.049, -1.002], [-0.113, 2.813, 0.219], [-3.310, 3.553, -1.222], [-3.397, 6.030, -2.276], [-0.510, 6.323, -4.717], [0.084, 7.032, -3.221], [-1.359, 8.636, -4.450], [-2.097, 8.212, -2.904], [-2.704, 7.494, -4.399]], "atomic_forces_ev_per_a": [[0.2, -0.2, 0.0], [0.0, -0.2, 0.0], [-0.6, 0.6, 0.0], [0.5, 0.2, -0.3], [0.5, -0.4, -0.1], [-0.8, -0.4, 0.4], [0.4, -0.1, -0.1], [0.2, 0.4, 0.0], [-0.1, -0.1, 0.0], [0.0, 0.0, -0.1], [0.1, -0.1, -0.2], [-0.3, 0.5, 0.1], [0.3, -0.1, -0.2], [-0.4, 0.1, 0.2], [0.1, -0.4, 0.1], [0.1, 0.2, -0.1], [-0.2, -0.2, 0.2], [0.1, -0.2, 0.1], [0.1, -0.1, 0.0], [0.1, 0.1, -0.1], [-0.1, 0.1, 0.0], [0.0, 0.0, 0.0], [0.0, 0.2, -0.1], [0.1, 0.0, 0.0], [0.0, 0.0, 0.0], [0.2, 0.0, -0.1], [0.0, -0.1, 0.1], [0.0, 0.0, 0.0], [-0.1, -0.2, 0.1], [-0.1, 0.2, -0.1], [0.1, 0.0, 0.0], [0.0, 0.0, -0.1], [0.0, 0.1, 0.0], [-0.1, 0.1, 0.1], [-0.1, 0.0, 0.0]], "smiles": "CCc1ccc(CCC(=O)Nc2ccc(Br)cc2)o1", "lumo_energy_ev": 0.52, "homo_ev": -8.37, "relative_energy_kcal_mol": 13.6, "orbital_gap_ha": 0.327, "largest_force_ha_per_bohr": 0.0189}